# 1
Here is a structure of composition C14H16N4O2PdS4 from the Open Molecules 2025 dataset. Energies are from the ωB97M-V functional and the def2-TZVPD basis.

Positions of all 41 atoms, in Å:
1 Pd -0.227 -1.231 -1.807
2 S 1.745 -0.919 -3.289
3 S -1.906 -2.275 -0.648
4 S -3.473 -4.391 -2.176
5 S -1.132 -2.732 -3.227
6 O 1.377 -1.162 0.089
7 O -1.207 0.836 -2.998
8 N 3.409 0.670 -1.995
9 N -0.578 0.501 -0.071
10 N 1.533 1.685 -2.842
11 N -0.010 0.446 1.030
12 C -2.396 1.704 -1.152
13 C 1.491 -0.890 2.446
14 C -1.658 1.454 -0.058
15 C -3.528 1.227 -3.351
16 C 2.479 -1.517 4.955
17 C 2.346 -1.982 2.607
18 C 2.836 -2.293 3.860
19 C 2.247 0.568 -2.662
20 C -2.309 -3.258 -2.047
21 C -2.025 2.049 1.266
22 C 1.126 -0.117 3.547
23 C 1.006 -0.602 1.090
24 C -2.264 1.215 -2.538
25 C 1.626 -0.433 4.800
26 H -4.380 0.889 -2.762
27 H 3.866 -0.193 -1.757
28 H -1.180 2.567 1.717
29 H 3.493 -3.143 3.989
30 H -3.733 2.253 -3.671
31 H 3.659 1.502 -1.486
32 H -3.400 0.596 -4.226
33 H 0.457 0.721 3.420
34 H 0.585 1.553 -3.168
35 H 1.347 0.166 5.657
36 H -3.265 2.332 -0.989
37 H 2.603 -2.578 1.742
38 H 1.746 2.527 -2.334
39 H -2.326 1.266 1.963
40 H -2.846 2.750 1.141
41 H 2.864 -1.762 5.936

Output
HOMO level in eV: -7.3042
Total energy in hartree: -2633.21749
LUMO in eV: -1.99
2S+1: 1
HOMO-LUMO gap in Eh: 0.1953

# 2
Here is an isolated molecule of C14H16N4O3S at a distorted geometry from the Open Molecules 2025 dataset. Energies are from the ωB97M-V functional and the def2-TZVPD basis.

Positions of all 38 atoms, in Å:
1 S -1.963 0.019 -1.134
2 O 2.078 3.073 2.001
3 O 0.156 2.170 1.300
4 O -0.540 -2.683 0.984
5 N -2.771 -2.362 -2.204
6 N -2.019 -0.923 -3.685
7 N -2.859 -2.926 -3.416
8 N 0.019 -0.468 1.160
9 C -1.490 0.278 -4.263
10 C -2.155 -1.037 0.340
11 C 1.300 2.031 1.700
12 C 3.936 -0.476 2.627
13 C 1.968 0.735 1.918
14 C 1.620 4.817 0.358
15 C -0.803 -1.511 0.859
16 C 3.291 -1.675 2.360
17 C 3.277 0.714 2.406
18 C 1.316 -0.489 1.648
19 C -2.419 -2.076 -4.292
20 C 1.999 -1.685 1.877
21 C 1.524 4.375 1.811
22 C -2.268 -1.168 -2.365
23 H -0.617 0.604 -3.696
24 H -2.663 -0.434 1.092
25 H 1.258 5.837 0.265
26 H 2.652 4.773 0.019
27 H 1.013 4.169 -0.268
28 H -2.237 1.074 -4.235
29 H 3.799 -2.612 2.531
30 H 1.499 -2.617 1.671
31 H 3.766 1.653 2.609
32 H -2.763 -1.890 0.042
33 H 2.113 5.026 2.461
34 H 0.479 4.368 2.137
35 H 4.947 -0.472 3.005
36 H -2.368 -2.243 -5.348
37 H -1.206 0.083 -5.295
38 H -0.339 0.481 1.022

Output
HOMO level in eV: -8.4175
Total energy in hartree: -1386.04924
LUMO in eV: 0.28
2S+1: 1
HOMO-LUMO gap in Eh: 0.3196
Structure (SMILES): CCOC(=O)c1ccccc1NC(=O)CSc1nncn1C

# 3
Here is a structure of composition C14H16N5O2Pd at a distorted geometry from the Open Molecules 2025 dataset. Energies are from the ωB97M-V functional and the def2-TZVPD basis.

Positions of all 38 atoms, in Å:
1 Pd -0.178 -0.241 0.000
2 O -3.224 0.516 0.000
3 O 0.511 -3.084 0.000
4 N 2.331 2.205 0.000
5 N 2.015 -0.168 0.000
6 N -0.420 -2.223 0.000
7 N -0.027 1.970 0.000
8 N -2.286 -0.486 0.000
9 C -1.879 -4.188 0.000
10 C -0.208 4.780 0.000
11 C -1.347 3.983 0.000
12 C 4.002 -1.538 0.000
13 C 1.010 4.145 0.000
14 C -1.208 2.614 0.000
15 C 4.821 -0.418 0.000
16 C -4.173 -2.207 0.000
17 C 2.806 0.919 0.000
18 C 1.070 2.740 0.000
19 C 4.209 0.812 0.000
20 C -2.734 -1.778 0.000
21 C -1.720 -2.713 0.000
22 C 2.638 -1.356 0.000
23 H 4.400 -2.539 0.000
24 H -2.092 2.006 0.000
25 H -4.365 -2.816 -0.882
26 H 1.998 -2.231 0.000
27 H -4.365 -2.816 0.882
28 H 3.065 2.903 0.000
29 H -4.899 -1.395 0.000
30 H -0.269 5.856 0.000
31 H 1.933 4.704 0.000
32 H -2.335 4.407 0.000
33 H -2.921 -4.489 0.000
34 H -1.366 -4.608 0.869
35 H 4.800 1.714 0.000
36 H 5.895 -0.506 0.000
37 H -4.123 0.137 0.000
38 H -1.366 -4.608 -0.869

Output
Total charge: +1
HOMO level (alpha / beta) in eV: -11.0876 / -11.0873
Total energy in hartree: -1094.93665
LUMO (alpha / beta) in eV: -3.52 / -3.52
2S+1: 1
HOMO-LUMO gap (alpha / beta) in Eh: 0.2779 / 0.2780

# 4
Here is a cluster of 2 separate species, C14H16O in total at a distorted geometry from the Open Molecules 2025 dataset. Energies are from the ωB97M-V functional and the def2-TZVPD basis.

Positions of all 31 atoms, in Å:
1 O 3.668 -3.262 -0.967
2 C 1.332 -1.420 1.055
3 C 0.131 -2.034 0.741
4 C 2.444 -2.905 -0.464
5 C -1.386 3.062 -0.115
6 C 2.507 -1.868 0.463
7 C -0.110 2.987 0.453
8 C 0.049 -2.844 -0.391
9 C 1.225 -3.278 -0.993
10 C -1.748 2.079 -1.011
11 C -1.166 -1.753 1.477
12 C -0.973 0.959 -1.321
13 C 0.749 2.011 -0.021
14 C -2.387 4.101 0.342
15 C 0.327 0.981 -0.854
16 H -3.375 3.724 0.113
17 H 1.065 0.237 -1.126
18 H -1.759 -1.085 0.844
19 H 3.602 -3.940 -1.655
20 H 1.186 -4.003 -1.800
21 H -2.223 5.062 -0.149
22 H -2.740 2.073 -1.367
23 H 3.414 -1.322 0.670
24 H -2.240 4.252 1.410
25 H -1.339 0.163 -1.952
26 H 1.377 -0.694 1.853
27 H -0.892 -2.944 -0.917
28 H -1.675 -2.690 1.673
29 H 0.218 3.643 1.250
30 H -1.027 -1.169 2.368
31 H 1.746 1.880 0.392

Output
HOMO level in eV: -8.2436
Total energy in hartree: -618.29043
LUMO in eV: 0.82
2S+1: 1
HOMO-LUMO gap in Eh: 0.3330
Structure (SMILES): Cc1ccc(O)cc1.Cc1ccccc1

# 5
Here is a cluster of 2 separate species, C14H16O in total at a distorted geometry from the Open Molecules 2025 dataset. Energies are from the ωB97M-V functional and the def2-TZVPD basis.

Positions of all 31 atoms, in Å:
1 O -3.108 -0.041 0.911
2 C -1.286 -0.215 -2.848
3 C 0.840 0.059 2.809
4 C 1.895 -2.069 2.014
5 C -0.521 -0.016 -4.142
6 C -0.550 -0.630 -1.725
7 C 0.732 1.457 2.827
8 C -2.602 0.347 -2.676
9 C -2.494 -0.119 -0.328
10 C 1.817 -0.559 1.992
11 C 2.647 1.584 1.334
12 C -1.173 -0.625 -0.464
13 C 1.708 2.243 2.204
14 C -3.145 0.473 -1.439
15 C 2.679 0.196 1.233
16 H -3.079 0.782 -3.592
17 H 3.519 -0.297 0.798
18 H 0.149 1.965 3.467
19 H 0.988 -2.580 1.795
20 H -4.067 0.895 -1.200
21 H 0.406 -0.727 -4.119
22 H 0.260 -0.528 3.376
23 H 1.666 3.190 2.368
24 H 2.531 -2.695 1.268
25 H -0.485 -0.905 0.354
26 H -1.088 -0.420 -4.926
27 H -0.414 1.053 -4.356
28 H 0.431 -1.125 -1.815
29 H 3.467 2.134 0.967
30 H -3.896 -0.576 0.861
31 H 2.172 -2.252 3.053

Output
HOMO level in eV: -8.4035
Total energy in hartree: -618.23452
LUMO in eV: 0.89
2S+1: 1
HOMO-LUMO gap in Eh: 0.3416
Structure (SMILES): Cc1ccc(O)cc1.Cc1ccccc1

# 6
Here is a cluster of 2 separate species, C14H16O in total at a distorted geometry from the Open Molecules 2025 dataset. Energies are from the ωB97M-V functional and the def2-TZVPD basis.

Positions of all 31 atoms, in Å:
1 O -4.871 -1.373 -0.635
2 C 2.193 -0.572 -0.118
3 C -1.563 0.871 -1.822
4 C -2.201 0.040 -2.731
5 C 0.991 -0.991 0.477
6 C 3.182 -0.176 0.761
7 C 1.756 -0.370 2.656
8 C -3.761 -0.699 -1.073
9 C 0.776 -0.927 1.832
10 C 4.227 0.272 2.954
11 C -2.085 0.892 -0.499
12 C -3.132 0.092 -0.100
13 C -3.326 -0.707 -2.374
14 C 3.018 -0.096 2.160
15 C -0.409 1.741 -2.171
16 H 2.241 -0.689 -1.189
17 H 3.970 1.147 3.554
18 H -0.378 2.014 -3.225
19 H -1.653 1.631 0.164
20 H 5.149 0.356 2.391
21 H -1.789 -0.005 -3.731
22 H 4.155 0.083 0.363
23 H 1.448 -0.191 3.682
24 H 4.469 -0.516 3.681
25 H -3.521 0.187 0.902
26 H -0.231 -1.135 2.166
27 H -5.221 -1.921 -1.339
28 H -0.434 2.636 -1.553
29 H -3.790 -1.389 -3.079
30 H 0.540 1.246 -1.932
31 H 0.249 -1.454 -0.169

Output
HOMO level in eV: -8.3091
Total energy in hartree: -618.29806
LUMO in eV: 0.86
2S+1: 1
HOMO-LUMO gap in Eh: 0.3371
Structure (SMILES): Cc1ccc(O)cc1.Cc1ccccc1

# 7
Here is a cluster of 2 separate species, C14H16O in total at a distorted geometry from the Open Molecules 2025 dataset. Energies are from the ωB97M-V functional and the def2-TZVPD basis.

Positions of all 31 atoms, in Å:
1 O -1.992 -1.324 -3.807
2 C 0.238 1.620 1.623
3 C 0.349 -0.549 2.809
4 C -1.666 3.117 1.868
5 C -0.878 -1.335 -3.011
6 C -0.364 2.864 1.452
7 C 0.233 -1.960 -3.579
8 C -0.870 -0.759 -1.737
9 C 1.522 -1.152 -1.740
10 C 0.404 -0.597 -1.162
11 C -0.479 0.623 2.290
12 C -2.373 2.130 2.576
13 C 1.459 -1.898 -2.903
14 C -1.748 0.919 2.786
15 C 2.836 -1.045 -0.979
16 H -2.097 4.106 1.804
17 H -2.773 -1.231 -3.287
18 H 2.332 -2.425 -3.260
19 H 0.398 -0.098 -0.200
20 H 1.208 1.448 1.181
21 H -1.766 -0.260 -1.393
22 H 2.881 -1.775 -0.168
23 H 0.241 -1.393 2.113
24 H -3.408 2.331 2.802
25 H 2.990 0.000 -0.699
26 H -0.010 -1.054 3.707
27 H 3.735 -1.276 -1.555
28 H 0.178 3.609 0.880
29 H 1.398 -0.284 2.865
30 H 0.163 -2.388 -4.563
31 H -2.140 0.036 3.289

Output
HOMO level in eV: -8.3500
Total energy in hartree: -618.28354
LUMO in eV: 0.82
2S+1: 1
HOMO-LUMO gap in Eh: 0.3369
Structure (SMILES): Cc1ccc(O)cc1.Cc1ccccc1

# 8
Here is a structure of composition C14H17AgNO12 at a distorted geometry from the Open Molecules 2025 dataset. Energies are from the ωB97M-V functional and the def2-TZVPD basis.

Positions of all 45 atoms, in Å:
1 Ag 0.411 0.733 -1.948
2 O 3.435 2.402 -3.200
3 O 2.569 1.295 -1.921
4 O -1.801 0.129 -1.751
5 O 1.003 -0.015 -4.045
6 O 1.636 3.012 -2.402
7 O 2.015 -5.802 -0.113
8 O -0.146 1.579 -4.064
9 O -0.457 1.994 3.305
10 O -0.036 -1.104 1.653
11 O 1.405 1.577 -5.043
12 O 1.016 -1.509 -1.278
13 O 0.381 -5.723 1.903
14 N -0.255 1.447 0.229
15 C 1.374 -4.733 0.105
16 C 0.147 -3.242 1.947
17 C 0.866 -2.449 -0.365
18 C 2.738 2.462 -2.189
19 C 1.334 -3.643 -0.731
20 C -0.032 1.618 4.578
21 C 0.359 2.639 0.849
22 C -2.382 0.256 -0.342
23 C 0.582 -4.558 1.437
24 C 0.590 2.296 2.449
25 C -1.707 1.476 0.367
26 C 0.487 0.801 -4.777
27 C -2.744 -0.573 -2.509
28 C 0.243 -2.239 1.015
29 H 1.405 2.656 0.542
30 H -2.060 2.328 -0.213
31 H -2.739 -1.579 -2.089
32 H -0.047 3.633 0.663
33 H 1.795 -3.842 -1.687
34 H -3.472 0.267 -0.301
35 H 1.271 2.992 2.939
36 H 0.829 0.980 4.778
37 H -2.067 -0.727 0.009
38 H -0.139 0.756 0.956
39 H -0.824 1.110 5.130
40 H 1.233 1.417 2.514
41 H 0.230 2.527 5.119
42 H -0.214 -3.208 2.965
43 H -3.770 -0.250 -2.336
44 H -1.984 1.417 1.420
45 H -2.478 -0.600 -3.566

Output
Total charge: -3
HOMO level (alpha / beta) in eV: 1.5049 / 1.5183
Total energy in hartree: -1647.65220
<S²>: 2.022
LUMO (alpha / beta) in eV: 6.28 / 6.28
2S+1: 3
HOMO-LUMO gap (alpha / beta) in Eh: 0.1756 / 0.1751